Density functional theory data (wB97M-V/def2-TZVPD) for a gas-phase ion, C12H17N2O (charge +1).

Geometry as XYZ:
```
32
C12H17N2O, DFT wB97M-V/def2-TZVPD
C -1.38300 -0.69165 -3.70846
C -1.17626 0.55935 -2.88116
C -2.17354 0.54195 -1.66572
N -1.27514 0.38621 -0.52922
C -1.81982 -0.16122 0.71548
C -0.02007 0.25327 -0.93829
N 1.14776 -0.06881 -0.11419
C 2.36691 -0.17094 -0.96966
C 1.23573 0.04274 1.24723
C 0.78608 1.20196 1.92437
C 0.76414 1.20523 3.28254
C 1.05816 0.02032 3.96294
C 1.50976 -1.12909 3.30559
C 1.63661 -1.09762 1.94572
O 0.14606 0.55338 -2.12996
H -1.61755 -1.62614 -3.17452
H -0.53630 -0.69395 -4.29322
H -2.13252 -0.29584 -4.42381
H -1.22286 1.50669 -3.33002
H -2.72869 1.48306 -1.67608
H -2.79249 -0.32693 -1.80714
H -0.95774 -0.43351 1.44184
H -2.30414 -1.15072 0.61386
H -2.41174 0.57619 1.33072
H 2.21684 -0.48262 -2.05848
H 2.86541 0.86696 -1.08652
H 3.00943 -0.93061 -0.47261
H 0.59730 2.16433 1.43196
H 0.46879 2.06611 3.75941
H 1.07025 0.03796 5.04918
H 1.79516 -2.14037 3.72431
H 1.87750 -2.06571 1.52390
```

Its structure (SMILES) is C[C@H]1CN(C)/C(=[N+](/C)c2ccccc2)O1. For the HOMO-LUMO gap, the calculation gives 9.499 eV. The charge is +1.

Density functional theory data (wB97M-V/def2-TZVPD) for a single C4H6O2 molecule.

Geometry as XYZ:
```
12
C4H6O2, DFT wB97M-V/def2-TZVPD
C -1.51917 0.20824 0.09797
O -0.59919 0.94031 -0.68216
C 0.51564 0.05754 -0.83109
C 1.38905 0.34744 0.34900
C 0.43824 -0.82087 0.37052
O -0.79171 -0.58694 1.00683
H -2.09888 -0.40916 -0.59500
H -2.16388 0.87509 0.67474
H 0.77667 -0.20133 -1.85053
H 2.46895 0.20849 0.41626
H 0.83923 1.24588 0.65873
H 0.74505 -1.86469 0.38473
```

Its structure (SMILES) is C1O[C@H]2C[C@H]2O1. For the HOMO-LUMO gap, the calculation gives 10.749 eV. The charge is 0.

Density functional theory data (wB97M-V/def2-TZVPD) for a molecular structure, C6H12N2.

Geometry as XYZ:
```
20
C6H12N2, DFT wB97M-V/def2-TZVPD
C 0.22907 -0.01051 -0.30366
C 0.69724 -0.35251 1.06064
C -1.15309 0.08882 -0.95538
C -0.19287 1.14125 -0.85623
C 2.02174 0.41361 1.30315
C -2.47597 0.04293 -0.27455
N 0.60937 -1.65790 -2.32982
N 1.33088 -1.06434 -1.55547
H -0.09992 -0.06562 1.84777
H -1.29604 -0.43493 -1.84962
H -0.01925 2.04956 -1.33509
H 1.68820 1.32281 1.03435
H 2.82302 0.02353 0.63952
H 2.41112 0.41325 2.25861
H -2.33269 0.31420 0.72875
H -2.78813 -0.92293 -0.25651
H -3.25762 0.67890 -0.72648
H 0.86236 -1.48625 1.06462
H 0.58331 -1.60182 -3.33018
H 1.82321 -0.30953 -1.95089
```

For the HOMO-LUMO gap (alpha / beta), the calculation gives 8.069 / 8.070 eV. The charge is 0.

Relative energy (zero: lowest compared OMol25 entry of this formula, charge and spin) for the records above, in order: 64.32 60.95 150.55 kcal per mole